#one
Formula: C4H12CsO2
Source: the OMol25 dataset
Level of theory: wB97M-V/def2-TZVPD

Structure (XYZ):
```
19
C4H12CsO2, DFT wB97M-V/def2-TZVPD
Cs -0.33191 0.80558 -1.98728
C -4.14630 0.66878 1.64341
C -2.65106 0.72924 1.79484
O -2.12511 0.95349 0.47170
H -4.51993 -0.01644 0.88250
H -4.50488 1.67038 1.40614
H -4.61014 0.40586 2.59411
H -2.30022 -0.14405 2.34473
H -2.44863 1.62730 2.37844
H -2.35321 0.23969 -0.12836
C 3.77640 -1.26202 -0.52833
C 2.86057 -0.80834 -1.68643
O 2.78448 0.64542 -1.92764
H 3.58933 -2.31907 -0.33927
H 3.60791 -0.64557 0.35468
H 4.81560 -1.11511 -0.82258
H 1.82598 -1.05069 -1.44354
H 3.12684 -1.26581 -2.63928
H 3.60431 0.88130 -2.36791
```

total charge: +1
Kohn-Sham gap: 10.62 eV
LUMO level: -0.1263 hartree
spin multiplicity: 1


#two
Formula: C4H12CsO2
Source: the OMol25 dataset
Level of theory: wB97M-V/def2-TZVPD

Structure (XYZ):
```
19
C4H12CsO2, DFT wB97M-V/def2-TZVPD
Cs -0.09007 -0.89886 2.45759
C 2.94290 0.98145 2.39601
O 2.78088 -0.04394 3.36082
H 3.18518 1.94298 2.84765
H 3.70336 0.72061 1.66074
H 1.99910 1.11637 1.85182
H 2.87515 0.30373 4.25053
C -0.50808 -1.37161 -1.75321
C -1.15425 -0.08364 -1.34392
C -2.47021 0.21089 -2.06985
O -1.37395 0.00367 0.07486
H 0.40669 -1.58211 -1.19564
H -0.30450 -1.36784 -2.81892
H -1.18403 -2.20979 -1.53490
H -0.46912 0.73423 -1.62318
H -2.86906 1.20000 -1.85205
H -3.21216 -0.54686 -1.80267
H -2.31711 0.12737 -3.14712
H -1.94072 0.76336 0.24143
```

total charge: +1
Kohn-Sham gap: 10.63 eV
LUMO level: -0.1211 hartree
spin multiplicity: 1


#three
Formula: C4H12CsO2
Source: the OMol25 dataset
Level of theory: wB97M-V/def2-TZVPD

Structure (XYZ):
```
19
C4H12CsO2, DFT wB97M-V/def2-TZVPD
Cs 11.62406 -20.18205 -3.54360
C 8.90927 -23.33782 -6.02753
C 10.03461 -22.59635 -5.34040
O 9.87499 -22.60419 -3.89573
H 9.15210 -23.55379 -7.06688
H 7.97604 -22.78238 -5.96892
H 8.74841 -24.29964 -5.53521
H 10.07932 -21.53327 -5.59877
H 11.02365 -22.99700 -5.58882
H 10.00036 -23.50651 -3.58686
C 15.94426 -22.09961 -5.85526
C 14.47095 -22.29259 -5.54974
O 13.75570 -21.04213 -5.59920
H 16.06123 -21.60476 -6.81505
H 16.43245 -23.07387 -5.84847
H 16.42441 -21.51245 -5.06816
H 14.33876 -22.76609 -4.57023
H 14.01512 -22.92474 -6.30778
H 14.19317 -20.44385 -4.98421
```

total charge: +1
Kohn-Sham gap: 10.79 eV
LUMO level: -0.1267 hartree
spin multiplicity: 1


It comes down to #two, which is 4.1 kcal/mol more stable than the next structure.